# 1
Formula: C4H13N2OP
Source: the OMol25 dataset
Level of theory: ωB97M-V/def2-TZVPD

Atoms and positions in Å:
C -2.44785 0.16258 0.39428
N -1.29361 -0.53157 -0.02930
C -1.52615 -1.27432 -1.25832
P -0.04341 0.61075 -0.56749
O -0.18907 1.87155 0.72389
N 1.39138 0.04789 0.11207
C 1.58268 -0.16314 1.50519
C 2.59084 0.19325 -0.74611
H -2.17739 0.49211 1.44916
H -2.64494 0.87735 -0.41415
H -3.16313 -0.60672 0.45796
H -0.59082 -1.45558 -1.77009
H -2.06525 -2.18216 -0.92064
H -2.16382 -0.58644 -1.80333
H -0.69195 2.55295 0.28522
H 0.58667 -0.31163 1.86839
H 2.16201 -0.99671 1.72378
H 2.09177 0.67999 1.92630
H 3.11723 -0.71356 -0.74664
H 2.21257 0.28035 -1.80989
H 3.26226 1.05306 -0.38028

Forces on atoms 1 to 3 (eV/Å):
1.1 0.3 1.5
4.1 0.3 -0.2
-1.1 -0.2 1.4

strongest force on any atom: 4.1 eV Å⁻¹
HOMO-LUMO gap: 9.5 eV
SMILES: CN(C)P(O)N(C)C
energy above the lowest of the compared OMol25 structures with the same formula, charge and spin: 43.2 kcal per mole
E: -686.2683 hartree
LUMO level: 0.98 eV



# 2
Formula: C4H13N2OS
Source: the OMol25 dataset
Level of theory: ωB97M-V/def2-TZVPD

Atoms and positions in Å:
C 1.46584 0.45253 0.91052
N 0.32088 0.63704 1.93342
C -1.06061 0.37160 1.45770
N -1.45432 -0.92046 1.11893
C 1.39788 -0.67588 -0.16591
C 0.76702 -0.14575 -1.34603
S -0.01045 -1.49273 -2.51724
H 1.57914 1.47119 0.35635
H 2.29707 0.23995 1.60289
H 0.62438 0.01742 2.74750
H -1.32693 1.15742 0.60348
H -1.66257 0.71306 2.32004
H -0.75049 -1.54788 0.66043
H -2.22957 -0.98454 0.38953
H 1.09927 -1.67849 0.28486
H 2.48639 -1.00470 -0.52411
H 0.00083 0.61634 -1.17110
H 1.44246 0.38157 -2.14618
H -1.62166 0.02660 -1.97730
H -1.34322 1.42619 -2.44825
O -2.02134 0.93950 -2.08952

Forces on atoms 1 to 3 (eV/Å):
-0.4 0.9 0.6
1.2 -1.9 -0.8
0.2 4.0 -0.1

charge: -1
strongest force on any atom: 5.5 eV Å⁻¹
HOMO-LUMO gap: 6.8 eV
energy above the lowest of the compared OMol25 structures with the same formula, charge and spin: 42.9 kcal per mole
E: -743.1108 hartree
LUMO level: 3.80 eV



# 3
Formula: C4H13N2S
Source: the OMol25 dataset
Level of theory: ωB97M-V/def2-TZVPD

Atoms and positions in Å:
N 0.15521 -2.95906 -1.02795
C -0.58990 -2.83806 0.23316
C -1.23946 -1.41943 0.28107
N -0.64864 -0.55748 -0.72856
C 0.42755 0.40692 -0.18771
C -0.14232 1.54024 0.61966
S 1.01459 2.98144 0.42244
H 1.13808 -3.11589 -0.84335
H -0.09807 -3.83667 -1.47432
H 0.07815 -2.88181 1.06960
H -1.38848 -3.56544 0.33267
H -1.25006 -0.87758 1.22947
H -2.31168 -1.53032 0.09613
H -1.35004 -0.08435 -1.28185
H -0.16313 -1.14115 -1.41237
H 1.07188 -0.25473 0.38530
H 0.90778 0.74322 -1.11104
H -0.23957 1.36680 1.67604
H -1.05268 1.94078 0.15993
H 0.19859 3.79251 1.10107

Forces on atoms 1 to 3 (eV/Å):
0.0 -1.2 0.0
0.2 1.2 -0.1
-1.6 -0.6 0.4

charge: +1
strongest force on any atom: 1.8 eV Å⁻¹
HOMO-LUMO gap: 9.7 eV
SMILES: NCC[NH2+]CCS
energy above the lowest of the compared OMol25 structures with the same formula, charge and spin: 23.5 kcal per mole
E: -667.6424 hartree
LUMO level: -2.97 eV



# 4
Formula: C4H13N2S
Source: the OMol25 dataset
Level of theory: ωB97M-V/def2-TZVPD

Atoms and positions in Å:
C 0.08176 -2.49032 0.69900
N 0.32224 -1.26457 1.39778
C -0.44313 -0.09978 0.98522
C -0.03035 0.31734 -0.43806
N -1.26634 0.89528 -1.09773
C 1.11987 1.31065 -0.43005
S 0.89060 2.66461 -1.66074
H -0.90656 -2.94804 0.90708
H 0.70932 -3.28925 1.09654
H 0.20256 -2.46566 -0.35561
H 0.33811 -1.28554 2.40279
H -0.21236 0.68066 1.69537
H -1.51736 -0.35891 0.98971
H 0.16834 -0.60663 -0.94030
H -1.10451 1.27583 -2.03543
H -1.64912 1.64752 -0.52162
H -1.97388 0.16869 -1.22108
H 1.13095 1.79733 0.53215
H 2.06745 0.83061 -0.63252
H 2.07241 3.22017 -1.37250

Forces on atoms 1 to 3 (eV/Å):
-1.0 -1.7 1.9
0.6 1.5 -0.5
0.1 -1.3 -0.2

charge: +1
strongest force on any atom: 2.8 eV Å⁻¹
HOMO-LUMO gap: 9.2 eV
SMILES: CNC[C@@H]([NH3+])CS
energy above the lowest of the compared OMol25 structures with the same formula, charge and spin: 33.4 kcal per mole
E: -667.6266 hartree
LUMO level: -3.51 eV



# 5
Formula: C4H13N2S
Source: the OMol25 dataset
Level of theory: ωB97M-V/def2-TZVPD

Atoms and positions in Å:
C -0.35625 -1.97625 1.90513
C 0.20548 -1.49625 0.80194
N -0.50551 -1.58831 -0.49358
N 0.17628 -1.98111 3.16568
H -1.31685 -2.47919 1.82741
H 1.17461 -1.04048 0.68761
H -0.02289 -2.23420 -1.12907
H -1.46797 -1.91165 -0.41623
H -0.47393 -0.66759 -0.98673
H 0.91963 -1.31284 3.31420
H -0.53269 -1.90888 3.88211
C 0.59494 2.23885 -0.47968
C -0.24951 2.32866 -1.73999
S -0.27686 0.78683 -2.72731
H 1.52765 1.70605 -0.65436
H 0.06451 1.76801 0.34721
H 0.83603 3.24393 -0.12667
H -1.29747 2.48488 -1.51310
H 0.06497 3.14541 -2.37806
H 0.93584 0.89414 -3.28649

Forces on atoms 1 to 3 (eV/Å):
-0.1 -0.2 0.2
-0.1 0.0 -0.5
0.6 -0.2 0.0

charge: +1
strongest force on any atom: 0.7 eV Å⁻¹
HOMO-LUMO gap: 9.9 eV
energy above the lowest of the compared OMol25 structures with the same formula, charge and spin: 24.3 kcal per mole
E: -667.6411 hartree
LUMO level: -3.05 eV



# 6
Formula: C4H13N2S
Source: the OMol25 dataset
Level of theory: ωB97M-V/def2-TZVPD

Atoms and positions in Å:
N -1.73071 -1.17395 -0.09647
C -0.50085 -0.40523 0.19052
C 0.68811 -1.38878 0.20453
S 0.36789 -2.48935 1.63856
C -0.19007 0.62916 -0.94189
N 1.00093 1.35939 -0.60429
C 0.91382 2.40624 0.42939
H -2.08460 -1.83379 0.60782
H -1.69692 -1.68864 -0.98430
H -2.46272 -0.45496 -0.19788
H -0.60995 0.16059 1.11484
H 0.67381 -1.89902 -0.75438
H 1.65495 -0.91270 0.38037
H 1.08737 -3.56458 1.28035
H -0.10054 0.18761 -1.93529
H -1.06328 1.28551 -1.05024
H 1.45968 1.76990 -1.42452
H 1.83500 2.97549 0.55426
H 0.72083 2.01098 1.43340
H 0.03726 3.02612 0.15521

Forces on atoms 1 to 3 (eV/Å):
-1.6 1.2 -0.7
2.4 -0.2 -0.6
-0.7 -0.4 1.2

charge: +2
multiplicity: 2
strongest force on any atom: 2.9 eV Å⁻¹
HOMO-LUMO gap (spin up / spin down): 10.0 / 4.5 eV
expectation value of S²: 0.75
energy above the lowest of the compared OMol25 structures with the same formula, charge and spin: 29.3 kcal per mole
E: -667.1715 hartree
LUMO level (spin up / spin down): -7.09 / -12.38 eV



Which formula does entry 2 have? C4H13N2OS



Please write out number 5 again, unchanged.
Formula: C4H13N2S
Source: the OMol25 dataset
Level of theory: ωB97M-V/def2-TZVPD

Atoms and positions in Å:
C -0.35625 -1.97625 1.90513
C 0.20548 -1.49625 0.80194
N -0.50551 -1.58831 -0.49358
N 0.17628 -1.98111 3.16568
H -1.31685 -2.47919 1.82741
H 1.17461 -1.04048 0.68761
H -0.02289 -2.23420 -1.12907
H -1.46797 -1.91165 -0.41623
H -0.47393 -0.66759 -0.98673
H 0.91963 -1.31284 3.31420
H -0.53269 -1.90888 3.88211
C 0.59494 2.23885 -0.47968
C -0.24951 2.32866 -1.73999
S -0.27686 0.78683 -2.72731
H 1.52765 1.70605 -0.65436
H 0.06451 1.76801 0.34721
H 0.83603 3.24393 -0.12667
H -1.29747 2.48488 -1.51310
H 0.06497 3.14541 -2.37806
H 0.93584 0.89414 -3.28649

Forces on atoms 1 to 3 (eV/Å):
-0.1 -0.2 0.2
-0.1 0.0 -0.5
0.6 -0.2 0.0

charge: +1
strongest force on any atom: 0.7 eV Å⁻¹
HOMO-LUMO gap: 9.9 eV
energy above the lowest of the compared OMol25 structures with the same formula, charge and spin: 24.3 kcal per mole
E: -667.6411 hartree
LUMO level: -3.05 eV



What is the strongest force on any atom in the third record? 1.8 eV Å⁻¹



Which value of energy above the lowest of the compared OMol25 structures with the same formula, charge and spin does entry 2 give? 42.9 kcal per mole